Below is a structure of composition C19H25BO5 in a non-equilibrium geometry, with properties calculated with ωB97M-V/def2-TZVPD.

CARTESIAN COORDINATES (ANGSTROEM)
C1 3.2938 -0.4698 -1.8955
O1 2.9401 -0.6720 -0.5261
C2 1.7079 -1.3852 -0.4171
C3 0.5082 -0.8434 -1.3109
C4 -0.4888 -1.7795 -1.5797
C5 -1.4866 -1.5889 -2.5276
C6 -1.6029 -0.3579 -3.1734
C7 -2.8106 -0.0547 -3.9894
C8 -0.5672 0.5709 -2.9988
C9 0.5152 0.3067 -2.1594
H1 3.1919 0.6028 -2.0418
H2 4.3519 -0.6829 -2.0169
H3 2.7022 -1.0704 -2.6069
H4 1.7197 -2.4713 -0.8186
H5 -0.4592 -2.7524 -1.0884
H6 -2.1948 -2.4057 -2.7220
H7 -2.8248 1.0156 -4.1983
H8 -2.7583 -0.6334 -4.9283
H9 -3.7265 -0.3433 -3.4483
H10 -0.7006 1.5639 -3.4280
H11 1.3777 0.9781 -2.3150
C10 3.1270 -0.5536 4.1600
C11 2.4944 -1.2216 3.0196
C12 2.0419 -2.5308 2.9907
C13 1.4059 -2.7165 1.7199
C14 1.7901 -1.6927 0.9492
B1 -0.3671 0.4977 1.4050
O2 0.4304 1.0686 0.3908
C15 -0.4523 2.1197 0.0119
C16 -1.8066 1.8447 0.8975
C17 -2.8833 2.6923 0.3343
C18 -1.2533 2.0703 2.3961
O3 -0.2865 0.9782 2.6804
C19 -2.3638 0.2972 0.8918
O4 -1.2199 -0.5507 1.0571
O5 2.2621 -0.6776 1.7880
H12 3.3138 -1.3757 4.8771
H13 4.1096 -0.1271 3.9254
H14 2.4698 0.1795 4.6587
H15 2.2656 -3.3165 3.6741
H16 0.7993 -3.4947 1.2889
H17 0.0472 3.0706 0.3330
H18 -0.5931 2.0844 -1.0827
H19 -3.8010 2.5106 0.8934
H20 -2.5945 3.7382 0.4000
H21 -3.0320 2.3905 -0.7129
H22 -0.6743 3.0226 2.3969
H23 -2.0530 1.9592 3.1561
H24 -3.0239 0.1551 1.7543
H25 -2.8407 0.0510 -0.0642

Computed properties:
lowest unoccupied orbital energy = 0.5814 eV
ΔE to the lowest compared entry with this formula, charge and spin = 0.0 kJ/mol

=====

Below is a cluster of 2 separate species, C14H33BF3NO4P in total in a non-equilibrium geometry, with properties calculated with ωB97M-V/def2-TZVPD.

CARTESIAN COORDINATES (ANGSTROEM)
C1 -1.5677 4.9316 -1.6941
C2 -1.5667 3.5220 -2.3197
C3 -0.1868 2.9332 -2.6092
C4 0.8498 2.9575 -1.4752
N1 0.7848 2.1368 -0.3142
P1 0.5433 0.3904 -0.1214
C5 -1.3130 0.4095 -0.7712
C6 -2.2165 -0.5884 -0.0898
O1 -2.5513 -0.1072 1.2561
C7 -3.5827 0.6971 1.2733
O2 -3.7331 1.4831 2.1092
B1 1.2818 -0.1634 -1.8776
O3 0.5670 -1.2065 -2.5182
C8 2.6249 0.3053 -2.5943
C9 3.1227 -0.7663 -3.6132
C10 2.3445 0.1115 0.7009
F1 2.9429 -1.0164 0.2800
F2 3.1959 1.1217 0.5872
F3 2.2149 -0.0819 2.0190
H1 -2.3232 5.5592 -2.1537
H2 -1.8251 4.8441 -0.6421
H3 -0.5999 5.4237 -1.7297
H4 -2.0599 3.6195 -3.2881
H5 -2.2221 2.8859 -1.7346
H6 0.2371 3.5502 -3.4036
H7 -0.3227 1.9600 -3.0822
H8 1.8405 2.9417 -1.9570
H9 0.8256 3.9970 -1.1381
H10 0.6578 2.6049 0.5718
H11 0.0752 0.6364 1.2369
H12 0.3484 -1.0441 0.1123
H13 -1.6535 1.3898 -0.4405
H14 -1.3893 0.4280 -1.8589
H15 -3.1760 -0.7160 -0.6047
H16 -1.7781 -1.5716 0.0485
H17 -4.3423 0.5909 0.4835
H18 -0.0157 -0.8639 -3.2084
H19 2.3763 1.1630 -3.2236
H20 3.4416 0.5669 -1.9308
H21 4.0092 -0.3915 -4.1224
H22 3.3168 -1.7210 -3.1423
H23 2.3666 -0.8476 -4.3834
C11 -1.9472 -3.6401 3.4651
C12 -0.8751 -3.1459 4.4208
O4 0.2498 -4.0035 4.5195
C13 0.9605 -4.2275 3.3106
C14 1.5114 -2.9628 2.6794
H24 -2.2901 -4.6356 3.7570
H25 -2.7995 -2.9592 3.4721
H26 -1.5814 -3.7035 2.4397
H27 -1.2915 -3.0868 5.4281
H28 -0.5586 -2.1322 4.1550
H29 0.3326 -4.7751 2.5973
H30 1.7852 -4.8944 3.5700
H31 0.7166 -2.2739 2.3934
H32 2.0801 -3.1988 1.7799
H33 2.1650 -2.4358 3.3753

Computed properties:
lowest unoccupied orbital energy = 2.8124 eV
total charge = -1

=====

Below is a structure of composition C8H22N2NbOS2 in a non-equilibrium geometry, with properties calculated with ωB97M-V/def2-TZVPD.

CARTESIAN COORDINATES (ANGSTROEM)
C1 3.7714 1.6325 0.2630
C2 3.6427 0.2888 0.9834
N1 2.4829 -0.5505 0.6654
C3 2.2870 -0.8161 -0.7683
C4 2.4752 -2.2983 -1.0701
C5 1.2971 -0.1939 1.3711
S1 0.7008 -1.1947 2.4634
S2 0.4972 1.3988 1.1882
C6 -0.0461 1.4667 -0.5448
C7 -1.0642 0.4325 -1.0093
C8 -2.5278 0.8718 -0.8838
Nb1 -3.8250 0.0585 0.8241
N2 -3.5111 -1.9024 0.1307
O1 -5.6247 0.3811 -0.0749
H1 4.2470 2.3661 0.9064
H2 4.4227 1.5373 -0.6050
H3 2.8157 1.9995 -0.0885
H4 4.5296 -0.3173 0.8091
H5 3.5994 0.4611 2.0555
H6 3.0047 -0.2572 -1.3656
H7 1.2830 -0.5514 -1.0672
H8 3.5357 -2.5409 -1.0484
H9 1.9532 -2.9021 -0.3374
H10 2.1278 -2.5138 -2.0787
H11 -0.4626 2.4651 -0.6500
H12 0.8412 1.4246 -1.1673
H13 -0.8797 -0.5222 -0.5172
H14 -0.8314 0.2874 -2.0701
H15 -2.5666 1.9614 -0.8578
H16 -3.0668 0.5299 -1.7705
H17 -4.5832 -0.7100 2.3154
H18 -4.0950 1.6989 1.6307
H19 -2.3470 0.0242 1.8551
H20 -3.8817 -2.6388 0.7182
H21 -3.9270 -2.0095 -0.7901
H22 -6.2743 0.6331 0.5851

Computed properties:
lowest unoccupied orbital energy = 2.5174 eV
total charge = -1